Entry 1:
Here is an isolated molecule of C25H27N5O4S from the Open Molecules 2025 dataset. Energies are from the ωB97M-V functional and the def2-TZVPD basis.

Structure (XYZ):
```
62
Properties=species:S:1:pos:R:3
S -1.3494 -3.3460 -0.8624
O -4.6060 -1.8582 0.6412
O -0.2001 -0.9877 1.9209
O 1.3182 -3.0188 -1.7142
O 5.8171 -0.2669 -1.1682
N 0.0755 -1.1384 -1.2710
N 4.2200 1.2964 -1.5193
N 1.5755 0.5094 -1.5131
N -2.5856 -2.1060 1.6700
N -2.1661 -0.8477 -0.7306
C 5.0273 3.3743 -0.4635
C 0.3647 0.2312 -1.2113
C 1.1090 -0.5332 2.1626
C 5.1016 2.4285 -1.6671
C -3.0557 1.3005 -0.2420
C -1.6227 3.2376 -0.2293
C 4.6502 0.0561 -1.2459
C 1.2296 -1.8249 -1.6236
C 3.5236 -0.9545 -0.9988
C 2.9881 4.6614 -1.3009
C -2.8732 2.6512 -0.0444
C -0.7085 1.1023 -0.8197
C -1.2461 -0.2734 2.4590
C -3.5060 -2.3501 0.6916
C -1.9728 0.5059 -0.6215
C -2.2645 1.6117 3.5363
C -1.1763 -1.6204 -0.9770
C 3.6152 3.8765 -0.1538
C 2.2614 -0.7243 -1.8363
C -1.1322 0.9681 3.0585
C -3.6317 -0.2261 2.8311
C -2.5116 -0.8753 2.3432
C -3.5063 1.0191 3.4260
C -0.5453 2.4720 -0.6194
C -3.0878 -3.4248 -0.3101
H -3.7083 3.2627 0.2618
H -1.4982 4.2973 -0.0668
H 3.9081 -1.9544 -1.2048
H 4.8456 2.9633 -2.5862
H 1.3147 0.4017 1.6294
H 6.1167 2.0353 -1.7590
H 2.0468 5.1059 -0.9839
H -2.1618 2.5835 3.9947
H 1.2922 -0.3916 3.2313
H 3.6712 4.5207 0.7271
H 3.2712 -0.9007 0.0637
H -4.5952 -0.6944 2.7230
H 1.7642 -1.3201 1.7895
H 3.6508 5.4630 -1.6196
H 2.5449 -0.7026 -2.8968
H -4.3835 1.5226 3.8009
H -3.7378 -3.3467 -1.1808
H -0.1725 1.4528 3.1429
H -4.0099 0.8225 -0.0911
H -1.6796 -2.5471 1.5587
H 5.4124 2.8497 0.4132
H 2.7873 4.0196 -2.1551
H 5.6807 4.2265 -0.6588
H -3.1982 -4.4154 0.1335
H 3.2208 1.4636 -1.5373
H 2.9746 3.0296 0.1035
H 0.4301 2.9065 -0.7733
```

Properties
Relative energy (zero: lowest compared OMol25 entry of this formula, charge and spin) in eV: 0.000
Energy in Ha: -1941.8770
Total charge: 0
Lowest unoccupied orbital energy in hartree: -0.013
SMILES: CCCCNC(=O)C[C@@H]1N=C2c3ccccc3N=C(SCC(=O)Nc3ccccc3OC)N2C1=O

***

Entry 2:
Here is a cluster of 2 separate species, C2HNO3S in total from the Open Molecules 2025 dataset. Energies are from the ωB97M-V functional and the def2-TZVPD basis.

Structure (XYZ):
```
8
Properties=species:S:1:pos:R:3
S -2.3498 -0.3762 0.7429
O 1.2041 -1.1727 -1.3923
O 1.3958 0.7715 0.1016
O -1.4291 1.4380 -0.9711
N 1.2964 -0.4763 0.8873
C 1.2785 -0.3963 -0.4833
C -1.8041 0.6756 -0.2039
H 0.4082 -0.4636 1.3189
```

Properties
Relative energy (zero: lowest compared OMol25 entry of this formula, charge and spin) in eV: 2.633
Energy in Ha: -755.3914
Total charge: 0
Lowest unoccupied orbital energy in hartree: 0.016
SMILES: O=C1NO1.O=C=S

***

Entry 3:
Here is an isolated molecule of C5H8O from the Open Molecules 2025 dataset. Energies are from the ωB97M-V functional and the def2-TZVPD basis.

Structure (XYZ):
```
14
Properties=species:S:1:pos:R:3
O 1.9685 -1.2048 0.8740
C -0.9083 -0.9883 -0.0298
C 1.2228 0.8499 -0.1047
C 1.5801 -0.6087 -0.1084
C -0.0033 1.3562 0.0196
C -1.2342 0.4927 0.1480
H 1.5168 -1.1106 -1.0979
H -0.7948 -1.2504 -1.0900
H -1.6863 0.6575 1.1339
H 2.1042 1.4812 -0.1749
H -1.9884 0.8120 -0.5844
H -1.6242 -1.6621 0.4233
H -0.1365 2.4410 0.0589
H -0.0162 -1.2656 0.5325
```

Properties
Relative energy (zero: lowest compared OMol25 entry of this formula, charge and spin) in eV: 1.805
Energy in Ha: -270.4916
Total charge: 0
Lowest unoccupied orbital energy in hartree: 0.037
SMILES: CC/C=C\C=O

***

Entry 4:
Here is a cluster of 2 separate species, C3H5NO2S in total from the Open Molecules 2025 dataset. Energies are from the ωB97M-V functional and the def2-TZVPD basis.

Structure (XYZ):
```
12
Properties=species:S:1:pos:R:3
S -2.9555 -1.4322 1.5822
O 2.7113 1.2245 -0.1875
O 1.9063 -0.3619 -1.5612
N -0.3941 -0.5038 0.1413
C 0.4853 1.5472 -1.1343
C 0.2023 0.6908 0.0448
C 1.8182 0.6263 -0.8142
H 0.2383 1.1636 1.0175
H -1.1637 -0.6462 0.8980
H -0.7034 -1.0209 -0.6732
H -0.1060 1.2956 -2.0123
H 0.6854 2.6053 -0.9674
```

Properties
Relative energy (zero: lowest compared OMol25 entry of this formula, charge and spin) in eV: 2.246
Energy in Ha: -720.6792
Total charge: -1
Lowest unoccupied orbital energy (spin up / spin down) in hartree: 0.104 / 0.100
2S+1: 2

***

Entry 5:
Here is a cluster of 2 separate species, C2H3O3 in total from the Open Molecules 2025 dataset. Energies are from the ωB97M-V functional and the def2-TZVPD basis.

Structure (XYZ):
```
8
Properties=species:S:1:pos:R:3
O -2.6481 -1.1158 -0.4942
O -3.8620 0.7379 -0.0635
O -1.2189 0.9419 0.2565
C -0.2192 0.1244 0.0415
C -3.0013 -0.0246 -0.2500
H -0.1552 -0.6209 0.8900
H -0.3241 -0.5770 -0.9263
H 0.7644 0.5391 0.0283
```

Properties
Relative energy (zero: lowest compared OMol25 entry of this formula, charge and spin) in eV: 0.958
Energy in Ha: -303.7505
Total charge: -1
Lowest unoccupied orbital energy in hartree: 0.160

***

Entry 6:
Here is a structure of composition C26H38Cl2N6ORbSb from the Open Molecules 2025 dataset. Energies are from the ωB97M-V functional and the def2-TZVPD basis.

Structure (XYZ):
```
75
Properties=species:S:1:pos:R:3
Sb -0.4534 -3.4088 -1.9862
Rb -0.2058 -0.4125 1.1488
Cl 4.6801 -2.4199 -0.6378
Cl 2.7961 -1.8191 1.5250
O -1.8393 -0.1440 3.1865
N 1.2952 -0.8775 -1.4478
N -0.6036 3.0076 -1.3363
N -1.1650 0.1077 5.3239
N -0.5657 2.9444 0.0807
N -0.0879 -3.2380 1.0811
N -2.3564 -1.2953 -0.8227
C 0.7391 -5.8677 1.3974
C 0.8525 -1.7180 -2.3837
C -4.6201 -2.1205 -2.1954
C -3.5150 -0.6463 -0.6596
C 0.4493 -5.3638 0.1400
C 0.1776 -3.7211 2.3015
C 0.0421 4.1638 -1.9818
C -2.3079 -2.3380 -1.6463
C 0.7682 1.6213 3.3895
C 2.6720 0.1741 -3.0924
C -4.6695 -1.0386 -1.3334
C 2.1926 -0.6780 -4.0726
C 1.2721 -1.6470 -3.7088
C 2.7315 0.9466 -0.7074
C 1.5623 4.1808 -1.7708
C 4.4515 -2.2693 1.1183
C -1.2964 0.5565 4.0438
C 0.6014 -5.0319 2.4944
C 2.1996 0.0496 -1.7895
C -0.5770 5.4476 -1.4352
C -0.2537 4.0297 -3.4733
C -3.5169 0.5239 0.2768
C -0.0219 -2.7945 3.4671
C -0.6988 1.9014 3.7859
C -3.4150 -2.7857 -2.3586
C 0.0421 -4.0384 0.0266
H 5.1234 -1.5015 1.4818
H 2.0135 3.3077 -2.2476
H 1.8153 4.1689 -0.7077
H -0.5589 0.6059 5.9512
H -5.5038 -2.4380 -2.7344
H 3.1672 1.8478 -1.1356
H -1.6658 5.3883 -1.4861
H 0.8235 -5.3905 3.4907
H 1.3355 1.3489 4.2910
H -5.5961 -0.5009 -1.1830
H 0.3360 3.2061 0.4756
H 2.5420 -0.5976 -5.0942
H 1.2116 2.5498 3.0044
H 3.5202 0.4311 -0.1582
H -0.2798 5.6131 -0.3987
H 0.2242 4.8364 -4.0311
H 4.6717 -3.2310 1.5645
H -1.2600 3.5803 0.4465
H 1.9559 1.2180 0.0053
H 0.5253 -1.8606 3.3255
H -1.2248 2.3571 2.9445
H 0.8830 -2.3455 -4.4393
H -3.2475 0.2003 1.2846
H 0.5321 -5.9846 -0.7433
H -1.3388 -0.8636 5.5151
H -0.1825 2.1518 -1.6797
H -2.7731 1.2580 -0.0430
H 0.1296 3.0774 -3.8494
H -0.2458 6.3071 -2.0186
H -4.4972 0.9962 0.3083
H 0.3044 -3.2655 4.3927
H 1.0608 -6.8934 1.5262
H -3.3298 -3.6342 -3.0254
H 3.4123 0.9259 -3.3345
H 2.0014 5.0790 -2.2085
H -0.8339 2.5436 4.6745
H -1.0787 -2.5324 3.5444
H -1.3282 4.0594 -3.6563
```

Properties
Relative energy (zero: lowest compared OMol25 entry of this formula, charge and spin) in eV: 0.211
Energy in Ha: -2601.9479
Total charge: 0
Lowest unoccupied orbital energy in hartree: 0.011

***

Entry 7:
Here is a cluster of 2 separate species, C27H20F6NO6S4 in total from the Open Molecules 2025 dataset. Energies are from the ωB97M-V functional and the def2-TZVPD basis.

Structure (XYZ):
```
64
Properties=species:S:1:pos:R:3
S 3.0920 -1.4192 -1.3561
S -0.3411 1.2582 -0.7359
S 0.0154 -0.2921 1.9348
S -1.6499 -1.4251 -0.4228
F 3.6243 -5.9480 3.9501
F 4.4112 -6.4763 1.9503
F 1.3571 0.2863 4.2637
F -0.0128 1.9223 3.7691
F 2.4124 -7.1704 2.5789
F -0.7938 0.0689 4.6127
O -2.6569 -0.9218 -1.3115
O 4.0383 -2.4656 -1.0385
O -0.7401 -2.4331 -0.8769
O 0.1803 0.7443 -1.9826
O 2.3976 -1.4026 -2.6083
O -1.4577 2.1573 -0.7252
N -0.8403 -0.0798 0.2312
C 4.1671 0.0294 -1.3554
C 2.1168 4.1160 0.5582
C -2.3031 -2.5966 3.3884
C 0.9895 2.0020 0.1943
C 1.8939 -1.2876 -0.0466
C 1.8476 -2.5168 0.7591
C 2.6956 2.2060 1.9072
C 1.1997 3.3453 -0.1599
C -3.6570 -2.2763 3.5320
C 3.2805 -6.1073 2.6405
C -1.7072 -2.5296 2.1286
C 2.0554 -4.9523 0.8078
C 6.2403 1.0825 -0.7345
C 2.2046 -2.5047 2.1145
C 0.1261 0.5800 3.7639
C 2.6463 -4.8661 2.0691
C 1.6522 -3.7998 0.1606
C -2.4421 -2.0031 1.0556
C -3.8219 -1.8351 1.1588
C 1.8223 1.4210 1.1522
C 2.6427 -3.6558 2.7611
C 5.4879 -0.0805 -0.9088
C 2.8311 3.5616 1.6209
C 4.3910 2.4076 -1.5737
C 5.6738 2.3314 -1.0218
C 3.6508 1.2472 -1.7811
C -4.4274 -1.9401 2.4116
H 3.4968 4.1764 2.2175
H 3.0018 -3.5726 3.7838
H 2.2539 5.1622 0.2770
H -0.6782 -2.8690 1.9833
H 2.2212 -1.5375 2.6325
H -5.4963 -1.7310 2.5066
H -1.6953 -2.8767 4.2555
H 3.2610 1.7515 2.7238
H 7.2616 1.0084 -0.3558
H 1.2466 -3.8597 -0.8479
H 1.9103 -5.9090 0.3169
H 5.9173 -1.0586 -0.7017
H 0.9865 -0.8121 -0.4300
H 6.2271 3.2441 -0.8028
H 1.9546 0.3167 1.2254
H 3.9624 3.3740 -1.8268
H 2.6677 1.2691 -2.2458
H 0.6149 3.7632 -0.9818
H -4.3903 -1.5498 0.2773
H -4.1123 -2.3036 4.5258
```

Properties
Relative energy (zero: lowest compared OMol25 entry of this formula, charge and spin) in eV: 0.000
Energy in Ha: -3738.8574
Total charge: -1
Lowest unoccupied orbital energy in hartree: 0.009

***

Entry 8:
Here is a structure of composition C44H45BN13PS2V from the Open Molecules 2025 dataset. Energies are from the ωB97M-V functional and the def2-TZVPD basis.

Structure (XYZ):
```
107
Properties=species:S:1:pos:R:3
V -0.0885 0.0604 -0.0893
S 2.8532 0.8075 3.7125
S 1.2695 -1.1252 1.2087
P 2.7563 -0.8774 2.6911
N -0.2477 -0.9276 -2.8639
N -0.4031 3.6850 2.1556
N -2.8730 1.4617 0.0280
N -0.1263 1.9615 -5.2238
N 1.1824 1.0877 -1.2425
N 0.0713 -1.4063 -1.6234
N -3.9796 -0.7455 -0.6689
N -0.4603 1.7164 1.1545
N -2.6064 1.8346 -2.3822
N -1.0905 3.3935 -1.5053
N -0.6093 0.8923 -4.5291
N -1.8967 -0.7027 0.3029
N 0.8592 1.2836 -2.5505
C -1.9329 -3.0286 1.1804
C 0.4949 -3.6868 -0.6436
C -3.9183 -4.2510 0.5197
C 2.1129 1.9787 -0.9233
C -0.2193 -3.1344 -3.0193
C -2.6843 -4.1834 1.1760
C -3.7974 2.4918 -0.0025
C -4.9232 2.4756 0.9756
C 6.6362 -1.8295 0.4411
C -0.8616 2.1108 -6.2947
C 2.1107 -2.2720 5.0379
C 6.6066 -1.7815 1.8268
C 2.4363 -2.3685 3.6918
C -0.5211 3.0265 0.9744
C 5.4303 -1.4719 2.4852
C 4.2809 -1.2215 1.7448
C -0.5102 0.3582 3.3021
C 2.7843 2.0869 0.3933
C -1.7141 0.3924 -5.1937
C 2.1670 -4.7471 3.7685
C 0.0976 -2.7297 -1.7014
C -0.7644 3.9490 -0.2097
C -0.4250 -1.9863 -3.7154
C -4.4712 -3.1488 -0.1122
C -0.5910 3.1508 -7.3128
C -3.5292 3.4826 -0.8768
C 5.4896 -1.5643 -0.2905
C -2.2307 1.1164 -1.2285
C -0.4255 0.4975 4.6740
C 4.3059 -1.2587 0.3571
C 2.4765 -3.6056 3.0538
C -0.3123 2.7647 3.1674
C 1.8207 -4.6561 5.1089
C -3.7298 -1.9847 -0.1149
C 1.5951 2.3195 -3.0461
C -2.4808 3.2563 -1.9344
C -2.4346 -1.9261 0.4824
C -0.2039 2.9034 4.5421
C -0.4016 1.5140 2.5262
C -0.2432 1.7417 5.2847
C -2.8663 0.0649 -0.3690
C -1.9029 1.1327 -6.3134
C 1.8038 -3.4244 5.7438
C 2.4076 2.7767 -2.0497
B -0.0368 0.4368 -3.3101
H -2.6855 3.8810 -2.8105
H 5.3987 -1.4236 3.5656
H -0.2642 -4.1363 -3.3943
H -4.9049 -0.3960 -0.8575
H -5.4380 -3.2019 -0.5834
H -5.3269 3.4767 1.0946
H 1.4141 -4.1832 -0.9565
H -2.3133 -5.0585 1.6864
H 2.1098 -1.3057 5.5237
H -0.1974 4.0499 -6.8438
H 7.5554 -2.0702 -0.0697
H -0.6179 -1.8496 -4.7592
H 2.2031 -5.7096 3.2819
H -3.5555 1.6546 -2.7021
H 3.7633 1.6053 0.3395
H -4.4671 -5.1777 0.5296
H -4.1136 4.3854 -0.9040
H 3.1334 3.5629 -2.1069
H 5.5102 -1.5987 -1.3693
H 0.1421 4.5531 -0.3216
H -2.6731 1.0289 -7.0482
H -0.5382 3.8167 -2.2353
H 2.2105 1.6134 1.1895
H -5.7243 1.8244 0.6211
H -1.4902 3.3855 -7.8770
H 1.4703 2.6164 -4.0693
H -0.3734 4.6855 2.2758
H 3.4037 -1.0644 -0.2123
H -4.5906 2.1053 1.9431
H -0.1557 1.7964 6.3578
H 2.9540 3.1331 0.6420
H 0.6709 -3.1919 0.3029
H -0.2662 -4.4539 -0.5260
H -0.1119 3.8751 5.0006
H 0.1585 2.7842 -8.0150
H -2.2915 -0.4162 -4.7948
H -1.5582 4.6314 0.1352
H 1.5704 -5.5499 5.6599
H -0.7010 -0.6078 2.8537
H 7.4989 -1.9877 2.3966
H -1.0005 -2.9499 1.7192
H -1.1452 1.1077 -1.1286
H 2.7526 -3.6639 2.0099
H -0.5077 -0.3829 5.2950
H 1.5561 -3.3599 6.7920
```

Properties
Relative energy (zero: lowest compared OMol25 entry of this formula, charge and spin) in eV: 4.352
Energy in Ha: -4521.7360
Total charge: +2
Lowest unoccupied orbital energy (spin up / spin down) in hartree: -0.248 / -0.248
2S+1: 2

***

Entry 9:
Here is the ion C9H17N3 with charge +2 from the Open Molecules 2025 dataset. Energies are from the ωB97M-V functional and the def2-TZVPD basis.

Structure (XYZ):
```
29
Properties=species:S:1:pos:R:3
N -1.0041 -1.8904 0.8158
N 0.3211 -1.8485 0.5877
N -1.5488 0.2893 0.0862
C 0.6667 1.3468 -0.4554
C 2.3422 -0.6540 -0.6058
C 3.7409 -1.2356 -0.3433
C -3.1515 -1.3534 -0.1576
C 1.2491 -1.4134 -0.0002
C -1.8414 -0.9582 0.2391
C -0.3179 0.9269 0.6350
C 2.1209 0.8431 -0.1456
C -2.3015 1.2262 -0.6882
H 0.1472 0.9251 -1.3531
H 2.3102 0.9769 0.9187
H -1.2497 -2.8883 0.7577
H -4.0316 -0.9779 0.4414
H -3.1972 -2.4604 -0.1836
H -3.2265 1.6703 -0.2888
H -1.8037 2.0306 -1.1061
H -2.5858 0.7214 -1.6394
H 0.7509 2.4476 -0.6522
H -3.5540 -0.8530 -1.0738
H 4.3895 -0.9922 -1.1197
H 3.6359 -2.3073 -0.2408
H 0.1540 0.3457 1.4749
H 2.7895 1.4246 -0.7157
H 4.0231 -0.7561 0.5526
H -0.6524 1.9376 1.0398
H 2.1234 -0.6438 -1.6200
```

Properties
Relative energy (zero: lowest compared OMol25 entry of this formula, charge and spin) in eV: 2.824
Energy in Ha: -516.6401
Total charge: +2
Lowest unoccupied orbital energy in hartree: -0.321
SMILES: C/C1=[N+](\C)CCC[C@@H](C)C#[N+]N1

***

Entry 10:
Here is a cluster of 12 separate species, BH26O11 in total from the Open Molecules 2025 dataset. Energies are from the ωB97M-V functional and the def2-TZVPD basis.

Structure (XYZ):
```
38
Properties=species:S:1:pos:R:3
O 10.7380 10.2191 -7.8629
O 12.0189 3.9518 -12.2128
O 11.6055 9.3569 -10.9006
O 6.8386 8.3715 -9.0878
O 13.4088 7.3675 -11.4991
O 10.7225 3.3541 -7.3106
O 11.5019 7.0463 -5.7429
O 13.5146 4.0410 -9.7642
O 7.5179 6.6825 -11.5389
O 13.9329 5.5958 -7.2035
O 10.0511 2.9737 -10.3008
B 10.2302 6.4071 -9.5890
H 10.3964 3.6922 -9.8266
H 12.5024 4.1033 -13.0472
H 11.7402 7.2078 -6.6992
H 11.7018 6.1349 -5.6244
H 12.0185 8.7021 -11.4438
H 11.2222 5.8138 -9.0803
H 11.1033 8.7473 -10.3401
H 13.7278 6.5396 -7.2536
H 8.1355 6.4902 -10.8284
H 7.5406 5.8769 -12.0295
H 14.2309 6.9853 -11.4563
H 10.1888 2.6272 -7.6593
H 7.0640 8.0264 -8.2336
H 9.2122 5.7371 -9.3540
H 11.0418 9.2992 -8.0404
H 11.3238 4.6251 -12.2028
H 10.2656 4.1021 -7.6534
H 10.4126 6.4841 -10.8262
H 10.6261 2.9032 -11.0699
H 10.1795 7.5385 -9.0789
H 12.9704 3.9316 -10.5557
H 9.9906 10.3070 -8.4918
H 13.4986 5.2459 -7.9784
H 7.5604 8.9799 -9.3087
H 13.4588 3.1469 -9.4508
H 12.8347 6.7463 -11.1004
```

Properties
Relative energy (zero: lowest compared OMol25 entry of this formula, charge and spin) in eV: 0.967
Energy in Ha: -868.0954
Total charge: -1
Lowest unoccupied orbital energy in hartree: 0.083